Record 1
{"formula": "C31H38IrN2O2P2Si2", "method": "the ωB97M-V functional and the def2-TZVPD basis", "species": ["Ir", "C", "Si", "C", "C", "N", "P", "C", "P", "N", "Si", "C", "C", "C", "C", "C", "C", "C", "C", "C", "C", "C", "C", "C", "C", "C", "C", "C", "C", "C", "C", "C", "C", "C", "C", "C", "C", "C", "H", "H", "H", "H", "H", "H", "H", "H", "H", "H", "H", "H", "H", "H", "H", "H", "H", "H", "H", "H", "H", "H", "H", "H", "H", "H", "H", "H", "H", "H", "H", "H", "H", "H", "H", "H", "H", "H", "O", "O"], "xyz": [[0.057, 1.662, -1.308], [1.626, -2.409, -2.317], [2.235, -0.646, -2.379], [4.094, -0.600, -2.235], [1.709, 0.209, -3.948], [1.467, 0.242, -1.046], [1.669, 0.273, 0.567], [0.077, 0.220, 1.257], [-1.547, 0.159, 0.649], [-1.513, 0.480, -0.945], [-2.726, 0.098, -2.204], [-4.354, -0.316, -1.389], [-2.124, -1.357, -3.200], [-2.894, 1.619, -3.265], [-2.188, -1.492, 0.936], [-3.290, -1.759, 1.742], [-3.734, -3.065, 1.887], [-3.083, -4.099, 1.230], [-1.985, -3.835, 0.420], [-1.538, -2.534, 0.270], [-2.452, 1.356, 1.622], [-3.048, 2.444, 0.993], [-3.697, 3.406, 1.752], [-3.743, 3.282, 3.132], [-3.137, 2.202, 3.763], [-2.486, 1.238, 3.012], [2.629, -1.110, 1.183], [1.986, -2.303, 1.507], [2.726, -3.394, 1.933], [4.108, -3.295, 2.038], [4.751, -2.104, 1.729], [4.014, -1.009, 1.307], [2.438, 1.790, 1.129], [3.405, 2.402, 0.336], [3.995, 3.582, 0.758], [3.616, 4.151, 1.967], [2.648, 3.544, 2.755], [2.057, 2.361, 2.340], [2.145, -3.010, -3.067], [0.555, -2.470, -2.527], [1.816, -2.863, -1.341], [4.520, -1.068, -3.127], [4.469, -1.149, -1.370], [4.478, 0.421, -2.197], [2.034, -0.373, -4.814], [2.163, 1.200, -4.023], [0.626, 0.331, -4.019], [-4.358, -1.317, -0.954], [-5.130, -0.291, -2.159], [-4.645, 0.398, -0.616], [-2.016, -2.242, -2.571], [-1.164, -1.158, -3.682], [-2.844, -1.597, -3.986], [-3.389, 2.431, -2.729], [-3.501, 1.387, -4.144], [-1.932, 1.993, -3.623], [-3.811, -0.953, 2.243], [-4.593, -3.274, 2.509], [-3.436, -5.116, 1.344], [-1.483, -4.642, -0.099], [-0.691, -2.321, -0.375], [-2.996, 2.546, -0.085], [-4.161, 4.254, 1.266], [-4.248, 4.035, 3.724], [-3.168, 2.114, 4.841], [-2.001, 0.403, 3.504], [0.907, -2.377, 1.444], [2.225, -4.317, 2.191], [4.685, -4.147, 2.373], [5.825, -2.025, 1.826], [4.518, -0.076, 1.084], [3.678, 1.974, -0.622], [4.741, 4.064, 0.141], [4.072, 5.076, 2.292], [2.349, 3.994, 3.692], [1.298, 1.888, 2.953], [-0.320, 3.568, -1.566], [1.013, 3.320, -1.705]], "atomic_forces_ev_per_a": [[-0.634, -1.339, 1.770], [-0.062, 0.013, 0.080], [0.193, 0.092, -0.270], [-0.022, -0.044, -0.022], [0.013, -0.006, 0.057], [0.273, 1.284, -1.063], [-0.470, -0.326, 0.225], [0.021, 0.917, -0.126], [0.527, -0.443, 0.310], [-0.015, 1.035, -0.757], [-0.215, 0.026, -0.272], [0.015, -0.018, -0.050], [0.075, 0.008, 0.066], [-0.004, -0.053, 0.031], [0.121, 0.111, 0.107], [-0.093, -0.065, 0.079], [-0.025, 0.093, 0.002], [0.048, -0.009, -0.035], [-0.018, -0.026, -0.027], [0.064, -0.015, -0.021], [-0.137, 0.157, -0.253], [-0.031, -0.063, -0.028], [-0.028, 0.019, 0.041], [-0.005, 0.022, -0.054], [0.005, -0.078, -0.032], [0.005, -0.012, 0.027], [-0.098, -0.004, 0.022], [0.031, 0.011, -0.001], [-0.024, -0.031, 0.036], [-0.028, 0.001, -0.006], [-0.024, 0.022, -0.022], [0.050, 0.038, 0.050], [0.058, 0.009, -0.054], [-0.027, 0.011, -0.091], [0.002, -0.025, 0.019], [-0.014, -0.005, -0.001], [0.049, -0.017, -0.036], [-0.029, -0.041, 0.157], [-0.001, 0.020, -0.001], [0.016, 0.007, 0.011], [0.018, -0.013, 0.004], [0.009, -0.002, 0.008], [-0.011, 0.009, -0.003], [-0.009, 0.003, 0.008], [0.001, 0.003, -0.004], [-0.023, 0.004, 0.019], [-0.005, -0.017, -0.013], [0.003, -0.005, 0.014], [-0.001, -0.005, 0.016], [0.021, 0.021, 0.010], [0.000, -0.032, -0.011], [-0.012, 0.016, 0.007], [-0.013, 0.027, 0.014], [0.040, 0.011, 0.002], [-0.018, 0.000, 0.010], [0.015, 0.008, 0.010], [0.014, 0.000, 0.004], [0.002, 0.001, -0.002], [0.005, -0.002, 0.002], [-0.005, 0.000, 0.002], [0.003, 0.001, -0.004], [0.013, 0.033, 0.008], [0.011, 0.001, -0.001], [0.006, 0.005, -0.001], [0.002, -0.001, -0.002], [0.041, 0.039, -0.014], [-0.036, -0.023, -0.035], [0.007, -0.003, 0.002], [-0.005, -0.003, -0.004], [-0.001, 0.001, -0.003], [-0.022, -0.001, 0.007], [-0.018, 0.024, -0.002], [-0.006, -0.010, -0.004], [-0.003, 0.006, -0.006], [-0.004, -0.002, -0.003], [0.024, 0.011, -0.075], [-2.095, -0.669, 0.517], [2.491, -0.708, -0.346]], "total_charge": 1, "e_tot_ha": -2829.769108, "lumo_ev": [-5.4, -5.5], "homo_energy_ev": [-10.7, -10.7]}

Record 2
{"formula": "C2H3N4", "method": "the ωB97M-V functional and the def2-TZVPD basis", "species": ["C", "C", "N", "N", "N", "N", "H", "H", "H"], "xyz": [[-0.596, 1.797, -0.488], [0.339, 0.644, 0.919], [-0.061, 1.915, 0.644], [-0.734, 0.523, -1.084], [0.027, -0.167, -0.185], [0.015, -1.465, -0.328], [0.847, 0.532, 1.871], [-0.759, -1.924, -0.788], [0.922, -1.855, -0.561]], "atomic_forces_ev_per_a": [[0.374, -2.652, -1.709], [0.187, 1.719, -0.047], [-0.509, -1.355, 0.195], [0.359, 2.591, 1.470], [-1.877, 2.186, -0.203], [1.682, -1.684, 0.534], [0.213, -1.172, -0.389], [-0.468, 0.550, -0.054], [0.040, -0.183, 0.203]], "total_charge": 1, "relative_energy_kcal_mol": 59.9, "e_tot_ha": -296.529953, "lumo_ev": [-9.3, -7.5], "homo_energy_ev": [-16.1, -16.2]}

Record 3
{"formula": "C18H20N2O3S2", "method": "the ωB97M-V functional and the def2-TZVPD basis", "species": ["C", "C", "C", "C", "C", "C", "C", "C", "N", "S", "O", "O", "C", "C", "C", "C", "C", "C", "N", "C", "O", "C", "C", "S", "C", "H", "H", "H", "H", "H", "H", "H", "H", "H", "H", "H", "H", "H", "H", "H", "H", "H", "H", "H", "H"], "xyz": [[1.503, 0.749, 2.680], [1.507, 1.556, 1.418], [2.564, 2.411, 1.133], [2.544, 3.190, -0.009], [1.474, 3.123, -0.884], [0.414, 2.261, -0.629], [-0.762, 2.158, -1.565], [-0.372, 2.172, -3.052], [0.722, 1.300, -3.399], [0.431, -0.317, -3.617], [1.609, -0.862, -4.218], [-0.831, -0.439, -4.284], [0.282, -1.029, -1.976], [1.415, -1.194, -1.203], [1.292, -1.740, 0.060], [0.043, -2.119, 0.541], [-1.098, -1.977, -0.259], [-0.961, -1.419, -1.527], [-2.342, -2.436, 0.160], [-2.748, -2.708, 1.433], [-3.812, -3.234, 1.656], [-1.801, -2.235, 2.523], [-2.224, -2.733, 3.892], [-0.099, -2.815, 2.150], [0.447, 1.489, 0.525], [0.930, -0.167, 2.561], [2.516, 0.492, 2.979], [1.053, 1.328, 3.487], [3.402, 2.470, 1.812], [3.367, 3.858, -0.220], [1.465, 3.750, -1.762], [-1.439, 2.999, -1.388], [-1.310, 1.241, -1.343], [-1.215, 1.835, -3.657], [-0.106, 3.185, -3.367], [1.582, 1.475, -2.903], [2.375, -0.908, -1.600], [2.157, -1.885, 0.688], [-1.811, -1.306, -2.183], [-3.021, -2.630, -0.566], [-1.765, -1.139, 2.500], [-1.549, -2.359, 4.657], [-3.235, -2.395, 4.104], [-2.217, -3.820, 3.912], [-0.380, 0.824, 0.735]], "atomic_forces_ev_per_a": [[-0.035, 0.083, 0.005], [0.035, 0.057, -0.008], [-0.031, -0.033, 0.003], [0.087, 0.084, -0.034], [-0.034, -0.039, 0.018], [-0.101, -0.001, 0.075], [-0.003, 0.098, -0.183], [-0.554, 0.197, 0.232], [0.022, -0.932, -0.344], [0.417, 0.299, 0.002], [0.138, 0.035, 0.305], [-0.196, 0.113, 0.292], [-0.056, 0.048, -0.526], [0.158, -0.090, 0.001], [-0.215, 0.032, -0.143], [-0.170, -0.045, 0.141], [0.571, 0.180, -0.042], [-0.108, -0.030, 0.062], [-0.241, -0.086, -0.543], [0.148, 0.131, 0.203], [-0.203, -0.073, 0.110], [0.349, -0.020, 0.009], [0.054, 0.022, -0.149], [-0.378, -0.039, 0.003], [0.056, 0.161, -0.017], [-0.042, -0.119, 0.041], [0.063, -0.062, 0.073], [-0.014, -0.024, 0.099], [0.101, -0.005, 0.075], [0.075, 0.060, -0.016], [0.013, 0.089, -0.145], [-0.074, -0.062, -0.010], [-0.036, 0.090, 0.030], [-0.038, 0.289, 0.034], [-0.034, -0.118, -0.043], [0.264, -0.078, 0.044], [0.198, 0.020, 0.013], [0.145, 0.051, 0.072], [-0.175, 0.011, -0.040], [0.025, -0.038, 0.204], [-0.074, -0.071, -0.029], [0.042, 0.040, 0.063], [-0.019, -0.019, 0.030], [-0.041, -0.072, 0.042], [-0.092, -0.136, -0.006]], "relative_energy_kcal_mol": 0.0, "e_tot_ha": -1829.559625, "smiles": "Cc1cccc(CCNS(=O)(=O)c2ccc3c(c2)NC(=O)[C@@H](C)S3)c1", "lumo_ev": 0.3, "homo_energy_ev": -8.8}

Record 4
{"formula": "CH4O3", "method": "the ωB97M-V functional and the def2-TZVPD basis", "species": ["O", "C", "O", "H", "H", "O", "H", "H"], "xyz": [[-0.708, 0.202, 0.695], [0.411, 0.620, 0.346], [1.221, 1.413, 1.147], [0.818, 0.492, -0.677], [1.965, 1.813, 0.619], [-1.561, -1.283, -0.754], [-1.213, -1.681, 0.076], [-0.932, -1.575, -1.452]], "atomic_forces_ev_per_a": [[5.312, 2.768, 0.470], [-3.133, 0.111, 1.433], [-0.154, -0.413, -1.251], [-0.118, -0.201, 0.295], [-1.069, -0.794, 0.604], [0.391, -2.118, -1.229], [-0.443, 0.562, -1.026], [-0.787, 0.085, 0.703]], "relative_energy_kcal_mol": 32.3, "e_tot_ha": -266.184516, "smiles": "O=CO.O", "lumo_ev": 0.4, "homo_energy_ev": -9.8}